{
  "formula": "C20H30N2O11S3",
  "method": "ωB97M-V with the def2-TZVPD basis set",
  "elements": ["C", "C", "C", "C", "C", "C", "O", "O", "S", "O", "O", "O", "C", "C", "C", "C", "S", "C", "S", "N", "C", "C", "N", "C", "H", "H", "H", "H", "H", "H", "H", "H", "H", "H", "H", "H", "H", "H", "H", "H", "H", "H", "H", "H", "H", "H", "C", "C", "O", "C", "O", "O", "H", "H", "H", "H", "C", "C", "O", "C", "O", "O", "H", "H", "H", "H"],
  "positions_angstrom": [[1.922425, 2.212010, -0.114892], [3.444404, 2.291018, -0.346521], [4.260898, 2.152230, 0.951920], [3.930070, 1.361275, -1.463538], [3.573759, -0.123245, -1.284929], [4.757579, -1.032678, -0.947399], [5.314386, -1.450103, -2.222148], [5.879551, -0.404690, -0.376154], [6.461426, -1.242314, 0.855978], [5.908452, -0.690792, 2.042342], [7.861520, -1.420358, 0.767214], [5.790437, -2.610555, 0.426515], [4.480400, -2.336882, -0.162313], [3.472463, -2.322615, 0.983418], [1.997744, -2.384639, 0.516353], [1.170610, -1.153286, 0.986178], [-0.145928, -1.625517, 2.131594], [-1.469519, -0.552994, 1.679291], [-2.507567, 0.043866, 2.743971], [-1.531530, -0.257877, 0.300656], [-1.531080, -1.202121, -0.706518], [-1.561377, -0.458785, -1.859700], [-1.569627, 0.886596, -1.592305], [-1.556859, 0.976597, -0.285311], [1.678058, 2.018129, 0.927355], [1.455458, 1.434620, -0.716435], [1.429311, 3.142659, -0.384975], [3.635997, 3.303500, -0.700679], [3.630259, 2.346299, 1.815924], [4.699549, 1.166873, 1.065368], [5.061401, 2.886388, 0.972904], [4.999614, 1.499487, -1.601059], [3.473809, 1.711303, -2.388624], [2.759642, -0.222972, -0.575336], [3.199283, -0.488205, -2.234311], [4.714258, -2.076060, -2.635694], [4.281741, -3.181286, -0.811321], [3.653402, -1.503305, 1.670543], [3.683018, -3.227113, 1.551032], [1.496005, -3.267187, 0.895383], [1.991519, -2.374686, -0.570524], [1.805907, -0.412602, 1.463517], [0.749765, -0.670863, 0.110763], [-1.505791, -2.261574, -0.563814], [-1.559105, -0.843989, -2.863484], [-1.544057, 1.848398, 0.342594], [-7.264300, -2.238562, 0.674022], [-6.453707, -1.584388, 1.773703], [-5.133983, -2.078055, 1.506124], [-5.064828, -2.412747, 0.201696], [-4.061567, -2.674421, -0.380017], [-6.292723, -2.391750, -0.366652], [-8.094047, -1.627271, 0.329880], [-7.636659, -3.225685, 0.954381], [-6.441783, -0.496535, 1.700241], [-6.769454, -1.872794, 2.772752], [-4.017494, 3.157784, -1.155138], [-5.405821, 3.760389, -1.241310], [-6.167845, 2.891812, -0.394375], [-5.319707, 2.302768, 0.479982], [-5.653269, 1.644371, 1.410682], [-4.035777, 2.554856, 0.144117], [-3.222221, 3.895353, -1.220862], [-3.843430, 2.379166, -1.898977], [-5.449691, 4.772233, -0.834653], [-5.813374, 3.761523, -2.248424]],
  "forces_ev_per_angstrom": [[0.05, -0.13, -0.12], [0.07, 0.32, 0.27], [-0.31, 0.01, -0.18], [-0.21, 0.26, -0.09], [0.35, 0.44, 0.54], [0.03, -1.04, -2.53], [0.17, 0.15, 0.46], [-0.23, 0.31, 0.69], [0.60, -0.34, -0.13], [-0.27, -0.16, 0.16], [-0.06, 0.22, -0.26], [-0.26, 0.06, 0.05], [0.38, 0.42, 1.57], [-0.54, -0.61, -0.16], [0.27, 1.07, 0.46], [0.30, -0.30, -0.50], [-0.25, 0.10, 0.07], [0.44, 0.12, -0.06], [-0.20, 0.07, 0.16], [-0.12, -0.60, 0.12], [0.27, 0.97, -1.06], [0.11, -0.68, 0.35], [0.04, 0.34, 0.48], [-0.05, -0.31, -0.10], [-0.03, -0.08, 0.10], [-0.13, -0.06, -0.07], [-0.03, 0.10, -0.04], [0.06, 0.06, -0.16], [0.00, 0.02, 0.16], [0.00, -0.08, 0.11], [0.23, -0.06, 0.00], [0.14, -0.12, 0.01], [-0.07, -0.04, -0.11], [0.11, 0.02, 0.22], [-0.15, -0.21, -0.06], [-0.11, 0.00, -0.08], [0.00, 0.05, -0.30], [0.03, 0.24, -0.07], [0.15, -0.06, 0.08], [0.13, -0.34, -0.23], [-0.29, -0.35, -0.14], [0.04, 0.00, 0.23], [-0.29, 0.05, 0.07], [-0.13, -0.11, 0.30], [-0.10, 0.05, -0.12], [-0.05, 0.21, -0.12], [-0.14, 0.00, 0.09], [-0.17, 0.19, 0.13], [-0.01, -0.09, -0.05], [-0.06, 0.19, 0.04], [0.08, -0.16, -0.02], [-0.02, -0.03, 0.03], [0.08, 0.03, -0.14], [0.04, -0.01, 0.00], [0.04, -0.04, -0.04], [0.15, -0.12, 0.01], [-0.02, 0.04, -0.24], [0.07, 0.12, -0.09], [0.03, 0.00, 0.02], [0.16, -0.01, -0.14], [-0.17, -0.05, 0.11], [-0.11, 0.09, 0.05], [0.05, -0.04, 0.15], [0.01, 0.01, 0.04], [0.01, -0.01, 0.03], [-0.11, -0.12, 0.05]],
  "nbo_charge": [-0.6233, -0.2046, -0.6237, -0.3982, -0.4765, 0.5655, -0.7236, -0.6966, 2.5655, -0.9176, -0.8796, -0.6865, 0.0456, -0.4507, -0.4207, -0.5532, 0.3230, -0.1407, 0.1255, -0.4473, -0.0882, -0.0857, -0.4786, 0.1929, 0.2034, 0.2018, 0.2186, 0.2010, 0.2032, 0.2204, 0.2146, 0.2263, 0.2103, 0.2160, 0.2296, 0.4633, 0.2131, 0.2397, 0.2354, 0.2291, 0.2072, 0.2232, 0.2430, 0.2500, 0.2086, 0.2166, -0.0987, -0.1131, -0.4864, 0.9751, -0.5956, -0.4907, 0.2046, 0.1815, 0.2237, 0.2001, -0.1059, -0.0999, -0.4897, 0.9782, -0.5927, -0.4918, 0.2057, 0.2091, 0.1843, 0.2054],
  "e_tot_ev": -79233.738,
  "fmax_ha_per_bohr": 0.0532,
  "molar_mass_g_mol": 570.664,
  "smiles": "CC(C)CC[C@@]1(O)OS(=O)(=O)O[C@H]1CCCSC(=S)n1ccnc1.O=C1OCCO1.O=C1OCCO1",
  "multiplicity": 1,
  "homo_ev": -8.82,
  "charge": 0
}